No. 1
266
Properties=species:S:1:pos:R:3:lowdin_charge:R:1 method="wB97M-V/def2-TZVPD" orbital_gap_ev=8.25 homo_ha=-0.2820 e_lumo_ev=0.58 e_tot_ha=-3638.38358 multiplicity=1
C 5.361 -1.608 -5.936 -0.128
C 4.553 -0.791 -6.884 -0.247
C 3.217 -0.309 -6.259 -0.179
C 2.557 -1.391 -5.602 -0.223
N 1.842 -2.188 -5.122 0.201
H 4.897 -2.591 -5.703 0.082
H 5.608 -1.111 -4.972 0.072
H 6.345 -1.804 -6.375 0.079
H 4.307 -1.419 -7.730 0.110
H 5.162 0.082 -7.210 0.111
H 2.492 0.072 -6.960 0.121
H 3.394 0.489 -5.560 0.095
C -6.445 0.353 -0.449 -0.117
C -7.070 1.170 0.655 -0.251
C -8.103 2.255 0.254 -0.172
C -7.697 2.922 -0.971 -0.237
N -7.397 3.451 -1.943 0.188
H -5.956 0.952 -1.270 0.070
H -7.155 -0.335 -0.877 0.080
H -5.607 -0.223 -0.040 0.050
H -6.327 1.772 1.231 0.089
H -7.580 0.429 1.358 0.126
H -8.252 2.969 1.038 0.103
H -9.081 1.784 0.041 0.128
C -0.535 -7.540 4.700 -0.084
C -0.707 -6.414 3.631 -0.254
N -0.255 -5.126 4.183 -0.189
C 0.147 -4.226 3.096 -0.264
C 1.568 -4.417 2.611 -0.066
C -1.341 -4.499 4.954 -0.259
C -0.865 -3.437 5.920 -0.098
H -0.851 -8.508 4.388 0.053
H -1.128 -7.223 5.545 0.042
H 0.543 -7.541 4.994 0.085
H -0.171 -6.749 2.740 0.105
H -1.801 -6.383 3.422 0.115
H -0.630 -4.217 2.292 0.124
H 0.147 -3.218 3.638 0.103
H 1.752 -5.398 2.225 0.046
H 1.733 -3.642 1.832 0.063
H 2.221 -4.235 3.410 0.035
H -1.803 -5.388 5.547 0.132
H -2.070 -4.038 4.263 0.105
H -1.689 -3.227 6.636 0.080
H -0.565 -2.468 5.511 0.041
H -0.010 -3.729 6.512 0.069
C 0.036 1.680 4.448 -0.091
C 1.394 1.047 4.504 -0.266
N 1.381 -0.295 5.114 -0.187
C 2.746 -0.883 4.995 -0.211
C 2.849 -2.399 5.355 -0.069
C 0.783 -0.322 6.403 -0.281
C 1.349 0.568 7.518 -0.067
H -0.007 2.442 3.613 0.081
H -0.213 2.255 5.355 0.082
H -0.768 0.954 4.238 0.056
H 1.724 0.847 3.446 0.096
H 2.186 1.613 4.929 0.090
H 3.102 -0.760 3.974 0.093
H 3.532 -0.361 5.630 0.123
H 2.224 -3.051 4.775 0.022
H 3.876 -2.842 5.334 0.089
H 2.562 -2.557 6.397 0.060
H 0.932 -1.346 6.740 0.085
H -0.295 -0.128 6.220 0.109
H 0.839 0.383 8.470 0.079
H 1.530 1.605 7.327 0.058
H 2.332 0.200 7.765 0.058
C 7.716 -1.998 -2.324 -0.104
C 6.909 -0.955 -1.631 -0.254
N 5.662 -1.474 -0.955 -0.162
C 4.737 -0.357 -0.813 -0.254
C 4.207 0.142 -2.173 -0.069
C 5.982 -1.958 0.366 -0.272
C 4.802 -2.495 1.172 -0.083
H 8.388 -1.487 -2.975 0.062
H 7.127 -2.755 -2.846 0.074
H 8.245 -2.665 -1.607 0.076
H 7.495 -0.387 -0.872 0.123
H 6.679 -0.241 -2.453 0.098
H 3.863 -0.765 -0.250 0.101
H 5.098 0.524 -0.225 0.107
H 3.732 -0.676 -2.715 0.066
H 3.387 0.861 -1.978 0.064
H 4.890 0.608 -2.840 0.027
H 6.421 -1.084 1.019 0.139
H 6.747 -2.740 0.282 0.112
H 4.229 -1.708 1.576 0.033
H 5.235 -3.048 2.017 0.087
H 4.164 -3.102 0.603 0.046
C 4.023 4.563 -6.890 -0.088
C 3.565 3.558 -5.903 -0.289
N 4.084 3.381 -4.543 -0.172
C 3.623 4.403 -3.605 -0.280
C 2.118 4.551 -3.625 -0.114
C 5.547 3.361 -4.418 -0.288
C 6.181 2.412 -5.367 -0.105
H 3.843 4.254 -7.883 0.062
H 5.120 4.642 -6.880 0.073
H 3.581 5.574 -6.713 0.091
H 2.415 3.505 -5.799 0.128
H 3.826 2.598 -6.362 0.081
H 4.100 5.429 -3.778 0.134
H 3.988 4.063 -2.608 0.097
H 1.674 5.160 -2.785 0.086
H 1.568 3.556 -3.636 0.081
H 1.820 5.053 -4.551 0.059
H 6.006 4.405 -4.527 0.135
H 5.780 2.997 -3.413 0.108
H 5.921 1.403 -5.176 0.035
H 5.968 2.650 -6.432 0.075
H 7.304 2.478 -5.205 0.106
C -6.262 -2.471 1.879 -0.061
C -5.129 -2.659 2.925 -0.283
N -5.317 -1.823 4.037 -0.218
C -4.792 -0.478 3.962 -0.221
C -3.262 -0.353 4.148 -0.066
C -5.225 -2.513 5.294 -0.276
C -5.611 -1.732 6.528 -0.084
H -6.146 -3.022 0.905 0.078
H -6.255 -1.419 1.574 0.017
H -7.199 -2.680 2.443 0.085
H -4.984 -3.659 3.218 0.093
H -4.158 -2.472 2.409 0.108
H -4.962 -0.248 2.923 0.092
H -5.368 0.190 4.581 0.109
H -2.790 -1.274 3.700 0.091
H -2.979 0.556 3.621 0.036
H -2.908 -0.185 5.153 0.054
H -4.169 -2.839 5.482 0.109
H -5.830 -3.432 5.191 0.123
H -5.497 -2.414 7.366 0.071
H -6.610 -1.385 6.486 0.062
H -4.779 -0.961 6.639 0.092
C -5.350 1.876 -4.104 -0.060
C -4.338 2.666 -3.247 -0.256
N -3.218 3.091 -4.096 -0.181
C -2.618 4.209 -3.435 -0.262
C -3.580 5.429 -3.281 -0.067
C -2.240 2.018 -4.253 -0.223
C -1.175 2.300 -5.336 -0.059
H -4.803 1.168 -4.640 0.024
H -5.831 2.588 -4.811 0.093
H -6.072 1.429 -3.462 0.034
H -4.826 3.439 -2.672 0.072
H -3.955 2.058 -2.483 0.083
H -2.363 3.950 -2.345 0.119
H -1.682 4.436 -3.949 0.103
H -4.339 5.389 -4.052 0.076
H -4.121 5.273 -2.311 0.048
H -3.133 6.389 -3.250 0.052
H -2.814 1.118 -4.471 0.090
H -1.692 1.949 -3.303 0.083
H -0.594 1.472 -5.505 0.026
H -0.465 3.040 -5.084 0.029
H -1.670 2.579 -6.294 0.098
C 3.852 -5.648 -3.935 -0.054
C 3.606 -5.238 -2.472 -0.242
N 2.270 -5.596 -2.047 -0.210
C 2.038 -5.761 -0.648 -0.285
C 2.764 -6.979 -0.094 -0.085
C 1.287 -4.784 -2.683 -0.240
C 1.158 -3.393 -1.984 -0.091
H 3.873 -6.717 -3.949 0.068
H 4.791 -5.280 -4.218 0.046
H 3.093 -5.351 -4.627 0.055
H 4.361 -5.630 -1.809 0.099
H 3.821 -4.180 -2.247 0.099
H 2.303 -4.875 -0.021 0.091
H 0.971 -5.919 -0.431 0.124
H 3.859 -7.011 -0.219 0.073
H 2.582 -7.093 0.954 0.039
H 2.273 -7.899 -0.467 0.084
H 0.270 -5.362 -2.632 0.149
H 1.582 -4.522 -3.656 0.051
H 0.683 -3.413 -1.009 0.051
H 0.576 -2.699 -2.606 0.025
H 2.211 -2.925 -1.859 0.090
C 2.718 4.689 3.884 -0.103
C 3.980 4.226 3.281 -0.268
N 3.988 2.956 2.503 -0.172
C 5.359 2.502 2.149 -0.214
C 6.122 2.193 3.446 -0.086
C 2.981 2.883 1.460 -0.270
C 3.177 3.804 0.258 -0.077
H 2.312 3.929 4.553 0.065
H 1.895 4.940 3.229 0.067
H 2.971 5.552 4.487 0.080
H 4.449 5.102 2.743 0.128
H 4.633 4.037 4.141 0.104
H 5.901 3.299 1.628 0.110
H 5.311 1.591 1.559 0.083
H 6.618 3.022 3.889 0.058
H 6.872 1.407 3.339 0.073
H 5.461 1.795 4.127 0.038
H 2.914 1.858 1.056 0.093
H 1.987 3.059 1.959 0.104
H 3.204 4.813 0.593 0.053
H 4.117 3.609 -0.273 0.067
H 2.315 3.805 -0.427 0.069
C -1.740 5.546 0.591 -0.085
C -2.751 5.611 1.705 -0.236
N -3.736 4.533 1.679 -0.194
C -4.298 3.901 2.857 -0.264
C -3.365 3.730 4.037 -0.079
C -4.771 4.698 0.691 -0.274
C -5.925 5.591 1.103 -0.074
H -1.110 6.406 0.550 0.058
H -2.112 5.493 -0.472 0.068
H -1.095 4.651 0.658 0.065
H -2.152 5.476 2.671 0.127
H -3.249 6.569 1.709 0.101
H -5.221 4.359 3.171 0.087
H -4.648 2.898 2.496 0.107
H -2.382 3.439 3.699 0.050
H -3.269 4.724 4.513 0.086
H -3.692 2.986 4.725 0.059
H -5.134 3.642 0.424 0.114
H -4.271 5.036 -0.235 0.090
H -6.585 5.575 0.235 0.067
H -5.609 6.550 1.443 0.064
H -6.544 5.061 1.879 0.074
C -3.137 -2.478 -0.688 -0.067
C -3.124 -3.359 -2.004 -0.189
N -3.858 -2.762 -3.145 -0.189
C -5.233 -2.512 -2.860 -0.294
C -6.090 -2.492 -4.135 -0.080
C -3.175 -1.593 -3.666 -0.274
C -1.957 -1.895 -4.479 -0.091
H -2.705 -1.476 -0.783 0.034
H -2.586 -2.913 0.123 0.048
H -4.168 -2.202 -0.360 0.048
H -2.086 -3.498 -2.329 0.090
H -3.460 -4.410 -1.770 0.124
H -5.613 -3.238 -2.119 0.121
H -5.413 -1.556 -2.388 0.085
H -7.148 -2.773 -3.930 0.077
H -6.068 -1.487 -4.591 0.061
H -5.668 -3.236 -4.819 0.076
H -2.820 -0.886 -2.879 0.110
H -3.941 -1.079 -4.263 0.099
H -2.083 -2.785 -5.105 0.082
H -1.004 -2.136 -3.945 0.047
H -1.761 -1.063 -5.175 0.070
C 0.508 0.151 -2.410 -0.072
C 0.874 0.163 -0.927 -0.228
N -0.271 0.224 -0.012 -0.139
C 0.185 0.159 1.347 -0.272
C 0.681 -1.178 1.799 -0.073
C -1.003 1.485 -0.203 -0.212
C -2.381 1.370 0.493 -0.056
H 1.303 -0.261 -2.988 0.037
H 0.349 1.187 -2.815 0.072
H -0.369 -0.372 -2.650 0.036
H 1.466 -0.712 -0.701 0.087
H 1.563 1.021 -0.795 0.101
H 0.917 0.960 1.618 0.097
H -0.590 0.330 2.077 0.087
H 1.623 -1.540 1.474 0.043
H 0.734 -1.148 2.840 0.034
H 0.013 -1.968 1.409 0.088
H -1.171 1.598 -1.290 0.088
H -0.549 2.359 0.203 0.090
H -2.679 0.344 0.342 0.053
H -3.139 2.079 0.200 0.050
H -2.318 1.516 1.568 0.044


No. 2
11
Properties=species:S:1:pos:R:3:lowdin_charge:R:1 method="wB97M-V/def2-TZVPD" orbital_gap_ev=9.05 de_lowest_kj_mol=245.9 homo_ha=-0.3073 e_lumo_ev=0.69 e_tot_ha=-695.73825 multiplicity=1
C 0.752 -0.161 1.530 -0.190
C 0.110 -0.330 -0.562 -0.530
H -2.889 0.840 -0.534 -0.149
H 1.503 -0.285 2.345 0.127
H 2.088 -1.030 -0.175 0.237
H -0.333 -0.388 -2.519 0.052
N -0.672 0.533 0.191 -0.526
N -0.184 0.702 1.456 0.022
N 1.052 -0.852 0.316 0.060
N 0.422 -0.649 -1.801 0.063
S -1.848 1.618 -0.247 0.834


No. 3
19
Properties=species:S:1:pos:R:3:lowdin_charge:R:1 method="wB97M-V/def2-TZVPD" orbital_gap_ev=9.65 de_lowest_kj_mol=112.7 homo_ha=-0.3252 e_lumo_ev=0.80 e_tot_ha=-344.34211 multiplicity=1
N -1.431 0.956 -0.697 0.053
C -0.547 -0.053 -0.114 -0.362
C 0.068 0.381 1.226 -0.390
C 1.124 -0.574 1.750 -0.052
O 0.734 1.673 1.153 -0.044
C 0.513 -0.470 -1.147 -0.259
N -0.036 -0.891 -2.420 -0.004
H -2.306 0.561 -0.994 0.071
H -1.567 1.774 -0.129 0.057
H -1.121 -0.947 0.156 0.139
H -0.710 0.478 1.991 0.138
H 2.031 -0.535 1.167 0.080
H 1.283 -0.353 2.800 0.080
H 0.729 -1.593 1.740 0.087
H 0.092 2.303 0.814 0.067
H 1.109 -1.286 -0.746 0.103
H 1.177 0.366 -1.318 0.119
H -0.673 -1.666 -2.319 0.060
H -0.470 -0.124 -2.912 0.058